No. 1
{"formula": "C23H37ClN2O3SiYb", "method": "the ωB97M-V functional and the def2-TZVPD basis", "symbols": ["Yb", "Cl", "N", "N", "C", "C", "C", "C", "C", "C", "H", "H", "H", "H", "H", "H", "C", "C", "C", "C", "H", "H", "H", "H", "H", "H", "O", "H", "H", "O", "H", "H", "C", "C", "C", "H", "H", "C", "C", "H", "C", "C", "C", "C", "H", "C", "H", "H", "H", "H", "H", "H", "H", "H", "C", "Si", "C", "C", "O", "H", "H", "H", "H", "H", "H", "H", "H", "H"], "coordinates": [[-0.60, 0.03, 0.43], [-2.85, 0.75, 1.26], [0.13, 2.22, -0.50], [-0.33, -2.42, -0.10], [-0.84, 2.92, -1.02], [-0.88, -3.10, -1.06], [1.17, 3.18, -0.03], [0.43, 4.52, -0.08], [2.35, 3.18, -0.99], [1.63, 2.80, 1.37], [2.01, 3.47, -2.00], [2.81, 2.19, -1.05], [3.10, 3.91, -0.65], [0.77, 2.80, 2.05], [2.36, 3.53, 1.74], [2.08, 1.81, 1.38], [0.72, -3.28, 0.53], [0.66, -4.56, -0.31], [0.40, -3.52, 2.00], [2.07, -2.59, 0.42], [2.36, -2.50, -0.64], [2.83, -3.20, 0.93], [2.04, -1.59, 0.88], [-0.61, -3.94, 2.10], [0.46, -2.57, 2.54], [1.13, -4.23, 2.41], [-0.36, -4.30, -1.32], [0.33, -5.44, 0.24], [1.60, -4.78, -0.84], [-0.77, 4.24, -0.88], [0.97, 5.33, -0.57], [0.07, 4.85, 0.91], [-2.03, 2.35, -1.75], [-2.02, -2.63, -1.91], [-1.64, -1.33, -2.57], [-2.87, -2.45, -1.23], [-2.28, -3.41, -2.62], [-2.09, -0.14, -2.02], [-1.66, 1.10, -2.50], [-2.77, -0.16, -1.15], [-0.87, 1.14, -3.66], [-0.47, -0.06, -4.24], [-0.47, 2.44, -4.28], [-0.82, -1.31, -3.71], [0.15, -0.03, -5.14], [-0.34, -2.58, -4.34], [0.14, -2.36, -5.30], [-1.16, -3.29, -4.52], [0.40, -3.09, -3.71], [-1.32, 3.14, -4.33], [-0.10, 2.26, -5.29], [0.34, 2.94, -3.72], [-2.44, 3.13, -2.40], [-2.76, 2.09, -0.97], [1.69, -0.17, 4.88], [0.11, 0.12, 3.87], [-1.24, -1.09, 4.48], [-0.55, 1.84, 4.33], [0.43, -0.06, 2.30], [1.49, -0.13, 5.96], [2.45, 0.58, 4.64], [2.12, -1.16, 4.65], [-1.45, -0.92, 5.54], [-2.16, -0.93, 3.91], [-0.94, -2.14, 4.35], [0.21, 2.63, 4.24], [-1.40, 2.12, 3.69], [-0.90, 1.83, 5.37]], "e_homo_ev": [-0.11, -2.94], "lumo_energy_ev": [2.68, 2.60], "orbital_gap_ev": [2.78, 5.54], "fmax_ha_per_bohr": 0.0460, "spin_multiplicity": 2, "total_charge": -1}

No. 2
{"formula": "C23H37O3Sn", "method": "the ωB97M-V functional and the def2-TZVPD basis", "symbols": ["O", "C", "C", "H", "H", "C", "H", "H", "C", "H", "H", "H", "C", "H", "H", "H", "Sn", "C", "C", "C", "H", "C", "C", "H", "H", "H", "H", "C", "C", "C", "H", "C", "C", "H", "H", "H", "H", "O", "C", "C", "H", "H", "C", "H", "H", "C", "H", "H", "H", "H", "C", "C", "C", "C", "O", "H", "H", "H", "H", "H", "H", "H", "H", "H"], "coordinates": [[0.56, 0.31, -7.99], [0.36, 1.63, -8.60], [0.11, 1.05, -10.01], [1.26, 2.26, -8.51], [-0.50, 2.15, -8.15], [0.34, -0.33, -9.28], [0.87, 1.30, -10.74], [-0.89, 1.19, -10.39], [1.58, -1.08, -9.75], [2.45, -0.41, -9.76], [1.44, -1.49, -10.76], [1.78, -1.91, -9.06], [-0.88, -1.22, -9.25], [-1.76, -0.66, -8.91], [-0.71, -2.05, -8.55], [-1.10, -1.65, -10.24], [0.02, 0.02, -0.08], [-2.04, -0.51, 1.25], [-1.76, 0.92, 1.43], [-1.83, 1.54, 0.16], [-1.38, 1.40, 2.33], [-2.24, 0.54, -0.79], [-2.32, -0.73, -0.12], [-2.58, -1.68, -0.57], [-1.94, -1.26, 2.03], [-1.64, 2.59, -0.04], [-2.46, 0.72, -1.84], [1.18, -1.54, 1.57], [0.32, -2.26, 0.67], [0.86, -2.12, -0.65], [-0.53, -2.88, 0.96], [2.00, -1.22, -0.56], [2.16, -0.82, 0.78], [2.88, -0.12, 1.18], [1.02, -1.43, 2.62], [0.50, -2.63, -1.54], [2.61, -0.89, -1.39], [0.33, 0.61, -2.15], [-0.05, -0.29, -3.25], [-0.35, 0.62, -4.41], [-0.90, -0.90, -2.90], [0.81, -0.94, -3.43], [0.56, 1.81, -4.15], [-1.40, 0.94, -4.37], [-0.18, 0.13, -5.36], [0.50, 1.97, -2.65], [0.25, 2.72, -4.66], [1.59, 1.57, -4.46], [-0.37, 2.55, -2.33], [1.40, 2.37, -2.17], [-0.73, 1.13, 4.31], [0.03, 0.03, 3.63], [1.49, 0.34, 3.94], [-0.62, -1.28, 4.15], [0.05, 0.13, 2.17], [-0.50, 1.00, 5.39], [-1.81, 1.08, 4.28], [-0.39, 2.14, 4.07], [1.55, 0.39, 5.03], [2.29, -0.33, 3.66], [1.78, 1.33, 3.56], [-1.72, -1.30, 4.08], [-0.27, -2.27, 3.84], [-0.41, -1.25, 5.23]], "e_homo_ev": [-10.68, -10.60], "lumo_energy_ev": [-4.70, -4.25], "orbital_gap_ev": [5.98, 6.34], "fmax_ha_per_bohr": 0.0450, "spin_multiplicity": 1, "total_charge": 1}

No. 3
{"formula": "C23H38BF2N8O7PRuS", "method": "the ωB97M-V functional and the def2-TZVPD basis", "symbols": ["Ru", "C", "N", "C", "C", "N", "N", "C", "N", "N", "H", "H", "H", "H", "H", "H", "H", "H", "H", "H", "H", "F", "B", "F", "C", "C", "O", "P", "O", "C", "C", "O", "C", "C", "H", "H", "H", "H", "H", "H", "H", "H", "H", "H", "H", "H", "H", "H", "H", "O", "C", "O", "C", "C", "C", "C", "C", "C", "N", "O", "O", "H", "H", "H", "H", "C", "C", "C", "C", "N", "C", "S", "N", "C", "H", "H", "H", "H", "H", "H", "H", "H"], "coordinates": [[-1.00, 0.33, 0.33], [-1.43, 5.71, 1.05], [-0.54, 4.56, 1.02], [0.90, 4.76, 1.15], [-0.99, 3.31, 0.78], [-0.24, 2.27, 0.65], [-2.38, 3.22, 0.67], [-3.04, 2.20, 0.03], [-4.38, 2.20, 0.20], [-2.41, 1.40, -0.78], [-2.12, 5.70, 0.21], [-0.84, 6.62, 0.98], [-2.00, 5.76, 1.98], [1.09, 5.82, 1.25], [1.42, 4.39, 0.27], [1.29, 4.26, 2.04], [0.75, 2.47, 0.73], [-2.92, 3.77, 1.32], [-4.75, 2.62, 1.04], [-4.85, 1.35, -0.06], [-3.07, 0.76, -1.22], [0.55, -0.84, -2.00], [0.76, -0.03, -0.87], [1.81, -0.56, -0.10], [4.65, 0.31, -3.72], [3.42, 0.05, -2.88], [2.57, 1.23, -2.95], [1.63, 1.62, -1.73], [2.52, 2.39, -0.67], [3.72, 3.15, -0.99], [4.88, 2.59, -0.21], [0.72, 2.75, -2.34], [-0.40, 2.38, -3.20], [-0.02, 2.54, -4.65], [5.31, -0.56, -3.67], [5.19, 1.18, -3.36], [4.37, 0.47, -4.76], [3.68, -0.15, -1.83], [2.84, -0.79, -3.24], [3.51, 4.18, -0.71], [3.89, 3.11, -2.06], [4.72, 2.69, 0.86], [5.79, 3.12, -0.48], [5.02, 1.53, -0.44], [-1.21, 3.04, -2.91], [-0.70, 1.36, -2.96], [0.29, 3.56, -4.86], [-0.88, 2.30, -5.28], [0.80, 1.87, -4.92], [-3.43, -0.27, 3.60], [-2.47, -0.10, 2.88], [-2.24, 0.90, 2.10], [-1.36, -1.14, 2.85], [-0.07, -0.78, 2.44], [0.95, -1.73, 2.40], [0.69, -3.05, 2.72], [-0.59, -3.37, 3.13], [-1.63, -2.46, 3.20], [-0.87, -4.79, 3.49], [-1.93, -5.04, 4.02], [-0.02, -5.61, 3.19], [0.19, 0.27, 2.42], [1.95, -1.43, 2.14], [1.46, -3.80, 2.71], [-2.61, -2.74, 3.54], [0.92, -5.37, -0.04], [-0.48, -4.88, 0.11], [-1.53, -5.65, 0.53], [-2.78, -5.05, 0.71], [-3.00, -3.76, 0.42], [-1.99, -3.04, -0.06], [-2.21, -1.45, -0.67], [-0.75, -3.59, -0.16], [-3.93, -5.82, 1.28], [0.94, -6.24, -0.69], [1.30, -5.66, 0.94], [1.57, -4.60, -0.46], [-1.38, -6.70, 0.77], [-0.02, -2.98, -0.51], [-4.04, -6.77, 0.76], [-4.84, -5.24, 1.20], [-3.73, -6.04, 2.33]], "e_homo_ev": [-10.21, -10.20], "lumo_energy_ev": [-3.11, -3.04], "orbital_gap_ev": [7.11, 7.16], "fmax_ha_per_bohr": 0.0134, "spin_multiplicity": 2, "total_charge": 1}

No. 4
{"formula": "C23H38BNO16", "method": "the ωB97M-V functional and the def2-TZVPD basis", "symbols": ["C", "C", "C", "C", "C", "B", "N", "O", "C", "O", "O", "C", "O", "H", "H", "H", "H", "H", "H", "C", "C", "O", "C", "O", "O", "C", "H", "H", "H", "H", "H", "H", "H", "H", "C", "C", "O", "C", "O", "O", "C", "H", "H", "H", "H", "H", "H", "H", "H", "C", "C", "O", "C", "O", "O", "C", "H", "H", "H", "H", "H", "H", "H", "H", "C", "C", "O", "C", "O", "O", "C", "H", "H", "H", "H", "H", "H", "H", "H"], "coordinates": [[2.24, 0.23, 4.55], [2.28, 0.41, 3.24], [2.07, 0.46, 1.60], [0.98, -0.69, 1.36], [-0.38, -0.55, 1.88], [-1.14, 0.76, 2.49], [-1.70, 1.07, 3.82], [-1.38, 1.75, 1.45], [-0.88, -2.04, 1.77], [-1.43, -2.53, 2.82], [-0.25, -2.89, 0.81], [0.90, -2.04, 0.58], [1.39, -2.11, -0.56], [1.93, -0.05, 5.61], [1.81, 1.52, 1.35], [3.10, 0.11, 1.24], [-1.19, 0.44, 4.47], [-1.52, 2.08, 4.03], [-0.84, 2.55, 1.47], [-4.48, -3.37, 3.48], [-4.91, -2.30, 2.49], [-6.32, -2.08, 2.54], [-6.76, -1.34, 3.58], [-6.07, -0.84, 4.44], [-8.10, -1.26, 3.50], [-8.70, -0.58, 4.60], [-5.06, -4.28, 3.33], [-3.42, -3.59, 3.37], [-4.66, -3.04, 4.51], [-4.68, -2.64, 1.48], [-4.37, -1.36, 2.65], [-8.26, 0.41, 4.74], [-8.61, -1.18, 5.51], [-9.77, -0.45, 4.37], [2.90, 5.93, 5.81], [2.48, 5.95, 4.35], [1.27, 5.20, 4.16], [0.14, 5.82, 4.53], [0.05, 6.93, 5.00], [-0.89, 4.97, 4.32], [-2.15, 5.46, 4.77], [2.98, 4.90, 6.17], [3.87, 6.42, 5.94], [2.17, 6.43, 6.45], [3.25, 5.48, 3.74], [2.36, 6.98, 3.99], [-2.36, 6.45, 4.35], [-2.17, 5.49, 5.86], [-2.92, 4.77, 4.43], [3.68, -5.66, -6.65], [2.78, -4.45, -6.83], [1.63, -4.53, -5.97], [1.84, -4.22, -4.68], [2.90, -3.87, -4.20], [0.69, -4.38, -4.01], [0.80, -4.17, -2.60], [3.11, -6.59, -6.78], [4.50, -5.64, -7.37], [4.10, -5.69, -5.64], [2.40, -4.43, -7.86], [3.32, -3.52, -6.66], [1.25, -3.20, -2.38], [1.38, -4.98, -2.15], [-0.20, -4.19, -2.18], [0.96, -0.56, -6.23], [2.18, -0.53, -5.34], [3.35, -0.16, -6.09], [3.48, 1.15, -6.36], [2.71, 2.02, -6.02], [4.59, 1.32, -7.09], [4.80, 2.66, -7.53], [1.13, -1.20, -7.10], [0.09, -0.93, -5.68], [0.72, 0.43, -6.61], [2.37, -1.53, -4.94], [2.05, 0.13, -4.48], [4.76, 3.36, -6.69], [4.05, 2.92, -8.28], [5.79, 2.72, -7.99]], "e_homo_ev": -10.10, "lumo_energy_ev": -1.33, "orbital_gap_ev": 8.77, "fmax_ha_per_bohr": 0.1420, "smiles": "C#CCC1=C(B(N)O)C(=O)OC1=O.CCOC(=O)OC.CCOC(=O)OC.CCOC(=O)OC.CCOC(=O)OC", "spin_multiplicity": 1, "total_charge": 0}

No. 5
{"formula": "C23H38Cl2CrN3O4", "method": "the ωB97M-V functional and the def2-TZVPD basis", "symbols": ["O", "C", "C", "C", "H", "C", "H", "C", "H", "C", "H", "C", "H", "H", "C", "C", "H", "H", "H", "C", "C", "H", "H", "H", "H", "Cr", "Cl", "Cl", "H", "H", "C", "C", "N", "H", "C", "O", "H", "H", "H", "H", "H", "H", "C", "C", "N", "H", "C", "O", "H", "H", "H", "H", "O", "C", "C", "C", "C", "C", "C", "N", "H", "H", "H", "H", "H", "H", "H", "H", "H", "H", "H"], "coordinates": [[0.16, 1.62, -3.59], [-0.40, 1.27, -4.63], [-0.07, 1.82, -5.99], [1.10, 2.59, -6.14], [1.86, 2.58, -5.35], [1.29, 3.38, -7.28], [2.17, 4.02, -7.36], [0.33, 3.37, -8.31], [0.43, 4.04, -9.17], [-0.76, 2.50, -8.21], [-1.48, 2.45, -9.03], [-0.96, 1.72, -7.07], [-1.80, 1.03, -7.00], [-1.19, 0.48, -4.57], [-2.20, 2.15, -0.91], [-1.82, 0.98, -0.10], [-2.95, 2.79, -0.43], [-2.60, 1.78, -1.87], [-1.32, 2.74, -1.17], [-2.48, 0.37, 0.87], [-3.78, 0.78, 1.50], [-2.10, -0.60, 1.24], [-4.35, 1.47, 0.87], [-3.65, 1.24, 2.49], [-4.38, -0.12, 1.66], [0.03, -0.06, -0.37], [0.92, 1.96, -0.74], [-0.99, -0.75, -2.24], [3.84, 0.31, -3.35], [5.48, 1.04, -1.84], [3.04, 0.30, -2.61], [4.77, 1.10, -1.02], [3.65, 0.23, -1.29], [2.39, -0.56, -2.76], [3.04, -0.43, -0.30], [1.92, -0.99, -0.41], [5.27, 0.78, -0.10], [3.59, -0.47, 0.65], [2.42, 1.20, -2.70], [4.47, 2.14, -0.89], [-1.36, -5.23, 1.57], [-0.35, -6.09, -0.66], [-1.78, -4.39, 0.99], [-0.82, -5.21, -1.14], [-0.95, -4.13, -0.18], [-1.82, -3.51, 1.63], [-0.33, -2.96, -0.36], [-0.45, -1.98, 0.42], [-0.20, -4.87, -1.97], [0.29, -2.89, -1.27], [-2.80, -4.66, 0.68], [-1.81, -5.51, -1.53], [0.35, 0.34, 1.70], [0.46, 0.04, 2.90], [1.72, -0.60, 3.47], [2.51, 0.31, 4.40], [1.96, 0.43, 5.82], [0.55, 0.96, 5.93], [-0.51, 0.09, 5.22], [-0.55, 0.30, 3.78], [1.42, -1.53, 3.98], [2.33, -0.88, 2.60], [3.52, -0.10, 4.49], [2.64, 1.30, 3.95], [2.01, -0.54, 6.32], [2.60, 1.11, 6.39], [0.26, 1.03, 6.98], [0.48, 1.98, 5.53], [-0.36, -0.97, 5.46], [-1.49, 0.38, 5.62], [-1.42, 0.60, 3.37]], "e_homo_ev": [-6.97, -6.73], "lumo_energy_ev": [0.44, 0.44], "orbital_gap_ev": [7.40, 7.17], "fmax_ha_per_bohr": 0.0494, "spin_multiplicity": 4, "total_charge": 0}

No. 6
{"formula": "C23H38N2O6PtSSeSi2", "method": "the ωB97M-V functional and the def2-TZVPD basis", "symbols": ["Pt", "C", "C", "C", "C", "C", "C", "Se", "C", "C", "C", "H", "H", "H", "H", "H", "H", "H", "H", "H", "H", "H", "C", "Si", "C", "C", "C", "Si", "C", "C", "C", "H", "H", "H", "H", "H", "H", "H", "H", "H", "H", "H", "H", "H", "H", "H", "H", "H", "H", "H", "O", "C", "N", "C", "O", "C", "C", "C", "C", "N", "C", "H", "H", "H", "H", "H", "H", "H", "H", "O", "S", "O", "O", "O"], "coordinates": [[1.10, 0.47, -0.45], [-1.07, -7.91, -0.92], [-0.73, -6.50, -0.54], [0.54, -6.17, -0.08], [0.87, -4.87, 0.28], [2.26, -4.60, 0.79], [-0.11, -3.87, 0.16], [0.27, -2.13, 0.73], [-1.40, -4.18, -0.33], [-2.50, -3.16, -0.49], [-1.68, -5.49, -0.66], [-0.20, -8.56, -0.86], [-1.46, -7.95, -1.94], [-1.84, -8.31, -0.26], [1.30, -6.94, 0.00], [2.91, -5.43, 0.56], [2.25, -4.47, 1.88], [2.68, -3.69, 0.35], [-2.10, -2.16, -0.64], [-3.15, -3.16, 0.39], [-3.11, -3.42, -1.36], [-2.66, -5.74, -1.04], [3.93, 2.38, -0.10], [3.39, 1.33, 1.37], [4.18, -0.36, 1.23], [4.07, 2.16, 2.91], [1.51, 1.16, 1.46], [0.49, 2.58, 2.10], [0.64, 4.11, 1.00], [-1.31, 2.01, 2.22], [0.96, 3.11, 3.84], [5.01, 2.56, -0.04], [3.44, 3.36, -0.10], [3.72, 1.89, -1.05], [5.24, -0.26, 1.02], [3.73, -0.98, 0.45], [4.08, -0.90, 2.18], [5.13, 1.92, 3.03], [3.55, 1.83, 3.82], [3.98, 3.25, 2.86], [1.28, 0.31, 2.13], [1.30, 3.93, 0.15], [1.07, 4.94, 1.56], [-0.33, 4.43, 0.61], [-1.43, 0.99, 1.83], [-2.01, 2.65, 1.67], [-1.64, 2.00, 3.26], [1.88, 3.70, 3.87], [1.10, 2.25, 4.50], [0.15, 3.72, 4.27], [-6.52, 2.24, -2.74], [-5.94, 3.30, -2.03], [-4.51, 3.40, -2.21], [-3.67, 2.73, -1.36], [-4.06, 2.10, -0.41], [-2.20, 2.84, -1.66], [-1.62, 3.76, -2.52], [-0.25, 3.73, -2.72], [0.51, 2.80, -2.05], [-0.06, 1.92, -1.19], [-1.38, 1.93, -1.01], [-6.28, 1.41, -2.31], [-6.12, 3.21, -0.96], [-6.40, 4.21, -2.40], [-4.17, 3.67, -3.12], [-2.22, 4.52, -3.01], [0.24, 4.43, -3.38], [1.57, 2.71, -2.18], [-1.79, 1.19, -0.34], [-0.35, -1.47, -1.95], [1.07, -1.64, -2.12], [1.51, -2.76, -2.88], [1.69, -0.34, -2.50], [1.65, -1.74, -0.58]], "e_homo_ev": -8.29, "lumo_energy_ev": -0.70, "orbital_gap_ev": 7.59, "fmax_ha_per_bohr": 0.0372, "spin_multiplicity": 1, "total_charge": 0}